Entry P
Below is a single C4H6N2S molecule, with properties calculated with ωB97M-V/def2-TZVPD.

Last column: natural (NBO) charge in e.
Positions of all 13 atoms, in Å:
S -3.61264 -0.27349 -0.11283  -0.014
N -0.94162 -0.83322 0.20379  -0.572
N 0.25250 1.14081 0.03275  -0.461
C -2.03553 -0.15394 0.01103  0.058
C 1.55940 -0.91610 0.00707  -0.659
C -0.81838 1.85238 -0.17994  -0.169
C 0.25740 -0.20616 0.23023  0.147
H 2.37733 -0.39382 0.65906  0.222
H -0.78157 2.86718 -0.00499  0.169
H 1.84454 -0.70129 -1.06494  0.209
H 1.17957 1.49776 0.05026  0.396
H -0.84394 -1.83744 -0.04463  0.437
H 1.56294 -2.04266 0.21314  0.234

Computed properties:
HOMO (spin up / spin down), eV: -6.20 / -6.20

=====

Entry Q
Below is a single C4H6N2S molecule, with properties calculated with ωB97M-V/def2-TZVPD.

Last column: natural (NBO) charge in e.
Positions of all 13 atoms, in Å:
S 1.87858 -0.89483 -0.05854  -0.138
N -0.73365 -0.97931 0.13380  -0.604
N -2.56058 0.50853 -0.01262  -0.673
C 1.10580 2.05683 -0.11656  -0.251
C -2.04153 -0.64792 -0.14274  0.282
C 0.38050 -0.21135 0.15762  0.107
C 0.14026 1.21319 0.22137  -0.338
H -0.54664 -2.01458 0.11847  0.420
H -0.86702 1.52082 0.41944  0.262
H 0.95570 3.14447 -0.25948  0.203
H -3.54563 0.41151 -0.27969  0.354
H 2.09123 1.65467 -0.26623  0.214
H -2.59539 -1.56860 -0.36240  0.162

Computed properties:
HOMO, eV: -8.61
SMILES string: [H]/N=C/NC(=S)C=C

=====

Most stable pick: entry Q. Distance to second place: 4.161 eV.

=====

Entry P
Below is 2 unconnected molecules or ions with the total composition C4H6N2S, with properties calculated with ωB97M-V/def2-TZVPD.

Last column: natural (NBO) charge in e.
Positions of all 13 atoms, in Å:
S -1.22748 -1.30047 0.64501  0.090
N 2.66111 -1.07758 0.02196  -0.540
N -0.45785 2.36268 0.13771  -0.290
C 1.97813 -0.04261 -0.29907  0.023
C -2.53833 -0.36578 -0.14241  -0.824
C 1.28352 0.59732 0.73118  -0.231
C 0.32559 1.58108 0.49416  0.210
H -2.22418 0.67019 -0.23035  0.264
H -3.59297 -0.33720 0.17471  0.242
H 1.78691 0.13632 -1.43844  0.193
H 1.50047 0.16369 1.82241  0.296
H -2.53468 -0.79069 -1.20994  0.224
H 3.03975 -1.59695 -0.70692  0.344

Computed properties:
HOMO (spin up / spin down), eV: -8.53 / -8.43

=====

Entry Q
Below is a single C4H6N2S molecule, with properties calculated with ωB97M-V/def2-TZVPD.

Last column: natural (NBO) charge in e.
Positions of all 13 atoms, in Å:
S 3.51734 -0.14677 -0.11310  -0.011
N 1.43879 1.33903 -0.09678  -0.170
N 1.98122 0.23236 0.01345  -0.174
C 0.88529 -1.10523 0.33141  -0.273
C 0.01563 1.44536 0.11820  -0.326
C -0.23618 -0.86072 -0.56418  -0.240
C -0.71618 0.38196 -0.62996  -0.165
H -0.16234 1.35200 1.19871  0.221
H 1.47585 -1.99515 0.17849  0.242
H -0.58177 -1.65803 -1.20289  0.227
H -0.26870 2.44632 -0.19629  0.230
H 0.69791 -0.91732 1.38343  0.218
H -1.51331 0.67534 -1.28942  0.219

Computed properties:
HOMO, eV: -8.30
SMILES string: [S-][N+]1=NCC=CC1

=====

Most stable pick: entry Q. Distance to second place: 1.858 eV.

=====

Entry P
Below is a single C4H6N2S molecule, with properties calculated with ωB97M-V/def2-TZVPD.

Last column: natural (NBO) charge in e.
Positions of all 13 atoms, in Å:
S 0.44093 2.02839 -0.77611  -0.169
N 0.13067 0.04359 0.88655  -0.413
N 0.22648 -1.23574 1.19266  -0.209
C -0.40043 -0.46917 -1.47885  -0.268
C 0.47348 -1.55208 2.41789  -0.137
C -1.35196 -1.38412 -1.34092  -0.315
C 0.00733 0.45199 -0.36248  0.122
H 0.04867 -0.27352 -2.42882  0.235
H 0.59299 -0.75924 3.21282  0.156
H -1.86147 -1.53042 -0.37160  0.201
H 0.59040 -2.61215 2.65496  0.203
H 0.42137 0.77921 1.55400  0.388
H -1.71747 -1.99277 -2.17183  0.207

Computed properties:
HOMO, eV: -8.43
SMILES string: C=CC(=S)NN=C

=====

Entry Q
Below is a single C4H6N2S molecule, with properties calculated with ωB97M-V/def2-TZVPD.

Last column: natural (NBO) charge in e.
Positions of all 13 atoms, in Å:
S -0.44954 0.25972 -1.55394  0.259
N 0.86590 -0.53827 1.03381  -0.595
N 0.46192 1.44300 1.99835  -0.681
C 0.11854 0.61316 1.07434  0.435
C 0.03251 -1.36248 -1.07999  -0.473
C -1.01974 0.73272 0.07725  -0.613
C 0.68371 -1.52307 0.09650  -0.003
H -1.31972 1.76702 0.03343  0.242
H 1.02106 -2.51120 0.39438  0.209
H 1.52802 -0.63015 1.71689  0.411
H -0.22607 -2.15457 -1.79719  0.240
H -1.80253 0.03559 0.38910  0.239
H -0.19298 2.24275 1.89273  0.329

Computed properties:
HOMO, eV: -8.07
SMILES string: [H]/N=C1\CSC=CN1

=====

Most stable pick: entry Q. Distance to second place: 1.706 eV.

=====

Entry P
Below is 2 unconnected molecules or ions with the total composition C4H5N3O2S, with properties calculated with ωB97M-V/def2-TZVPD.

Last column: natural (NBO) charge in e.
Positions of all 15 atoms, in Å:
S 1.60605 -1.01817 1.10715  0.286
O -1.42337 -0.72098 2.31221  -0.653
O 0.01281 1.73782 -1.39538  -0.686
N 2.43834 0.44609 -0.95197  -0.352
N 1.70467 -0.15838 -0.15490  -0.279
N -0.67674 0.94358 0.73032  -0.609
C -0.49767 -0.64067 -1.00722  -0.290
C -0.28345 0.71883 -0.57952  0.516
C -1.02140 -0.30051 1.12693  0.539
C -0.99342 -1.27310 0.11969  -0.334
H 1.90008 1.11774 -1.68019  0.359
H -1.26670 -0.09897 3.06454  0.503
H -0.41167 2.58590 -1.07645  0.521
H -1.03958 -2.28925 0.35566  0.236
H -0.04794 -1.04994 -1.97086  0.244

Computed properties:
HOMO, eV: -8.11

=====

Entry Q
Below is a molecular structure, C4H5N3O2S, with properties calculated with ωB97M-V/def2-TZVPD.

Last column: natural (NBO) charge in e.
Positions of all 15 atoms, in Å:
S -2.95742 -0.21942 -0.45811  -0.040
O 1.05664 -2.84698 -0.66242  -0.616
O 2.31235 0.08211 0.75053  -0.534
N -0.06009 1.67117 -0.03086  -0.795
N -1.72203 -0.73170 0.54176  -0.205
N -1.72524 -1.20855 1.69318  -0.341
C 0.87225 -1.72742 -0.01869  0.268
C 0.18542 0.42678 -0.59941  -0.115
C 1.49020 -0.51180 0.11334  0.420
C -0.67997 -0.69545 -0.32532  0.126
H 0.65389 2.36214 -0.20086  0.390
H 0.50676 0.51848 -1.63551  0.225
H 1.81310 -2.85136 -1.27061  0.496
H -2.66545 -1.26796 2.08562  0.343
H -0.33194 1.64961 0.94126  0.379

Computed properties:
HOMO (spin up / spin down), eV: -8.01 / -8.01

=====

Most stable pick: entry P. Distance to second place: 3.246 eV.

=====

Entry P
Below is a gas-phase ion, C2H2N3O (charge +1), with properties calculated with ωB97M-V/def2-TZVPD.

Last column: natural (NBO) charge in e.
Positions of all 8 atoms, in Å:
O 1.56805 0.59385 -1.56238  -0.268
N -0.31879 0.70880 -0.02564  -0.495
N 0.87942 -1.24264 -0.22099  -0.056
N -0.01612 -1.39189 0.58587  -0.052
C 0.90868 0.04637 -0.78218  0.734
C -0.78082 -0.20263 0.73940  0.376
H -0.62595 1.66992 -0.16373  0.483
H -1.61448 -0.18178 1.42965  0.278

Computed properties:
Net charge: +1
HOMO, eV: -16.77
SMILES string: O=C1N=NC=[NH+]1

=====

Entry Q
Below is a gas-phase ion, C2H2N3O (charge +1), with properties calculated with ωB97M-V/def2-TZVPD.

Last column: natural (NBO) charge in e.
Positions of all 8 atoms, in Å:
O 1.44286 -1.49767 -0.21387  -0.184
N 0.81134 -0.47980 -0.00557  0.092
N -1.56472 -0.07424 0.07618  -0.596
N 2.30803 1.59904 -0.08437  -0.062
C -0.41010 -0.36665 0.47385  0.540
C 1.57279 0.73386 -0.05938  0.287
H -2.34550 0.04011 0.73155  0.470
H -1.81471 0.04535 -0.91839  0.452

Computed properties:
Net charge: +1
HOMO (spin up / spin down), eV: -16.63 / -16.61
SMILES string: N#C[N+]([O-])=C=[NH2+]

=====

Most stable pick: entry P. Distance to second place: 3.516 eV.

=====

Entry P
Below is a gas-phase ion, C2H2N3O (charge +1), with properties calculated with ωB97M-V/def2-TZVPD.

Last column: natural (NBO) charge in e.
Positions of all 8 atoms, in Å:
O -0.55336 1.94907 0.96128  -0.170
N -0.02776 -0.21572 -0.16301  -0.298
N 1.03187 0.52566 1.70187  -0.138
N 0.20428 1.40890 1.68368  0.426
C 0.66071 -0.53675 0.90044  0.192
C -0.53774 0.70340 -0.72067  0.421
H -0.79130 1.28753 -1.57592  0.299
H 0.72889 -1.54799 1.26837  0.267

Computed properties:
Net charge: +1
HOMO (spin up / spin down), eV: -15.15 / -15.31
SMILES string: C#[N+]/C=N\N=O

=====

Entry Q
Below is a gas-phase ion, C2H2N3O (charge +1), with properties calculated with ωB97M-V/def2-TZVPD.

Last column: natural (NBO) charge in e.
Positions of all 8 atoms, in Å:
O -3.00151 -0.55483 0.15058  -0.352
N -1.06361 0.71820 -0.27031  -0.408
N 1.78005 -1.00670 -0.26794  -0.430
N 0.19798 0.78996 0.12048  -0.376
C 1.07787 -0.08787 -0.11734  0.755
C -1.97322 -0.03693 0.04331  0.885
H 0.48924 1.69606 0.18753  0.449
H 2.49321 -1.51788 0.15368  0.478

Computed properties:
Net charge: +1
HOMO, eV: -15.67
SMILES string: [NH+]#CNN=C=O

=====

Entry R
Below is a gas-phase ion, C2H2N3O (charge +1), with properties calculated with ωB97M-V/def2-TZVPD.

Last column: natural (NBO) charge in e.
Positions of all 8 atoms, in Å:
O 2.33014 1.03037 -1.23001  -0.370
N 0.22239 0.26520 -1.29486  -0.400
N -0.42911 -0.27579 1.78857  -0.426
N -0.96633 -0.09601 -0.60816  -0.367
C 1.30866 0.60354 -1.14155  0.839
C -0.74057 -0.30073 0.66585  0.754
H -0.98478 -1.11711 -0.92530  0.462
H -0.74040 -0.10947 2.74546  0.508

Computed properties:
Net charge: +1
HOMO, eV: -15.94
SMILES string: [NH+]#CNN=C=O

=====

Most stable pick: entry Q. Distance to second place: 1.021 eV.

=====

Entry P
Below is 2 unconnected molecules or ions with the total composition C11H18, with properties calculated with ωB97M-V/def2-TZVPD.

Last column: natural (NBO) charge in e.
Positions of all 29 atoms, in Å:
C -1.12699 -2.85075 -0.89889  -0.220
C 1.88130 2.12925 1.82264  -0.585
C 2.23770 0.37072 0.17922  -0.595
C 1.13470 1.10532 0.89715  -0.151
C -2.85109 -1.32848 -0.97357  -0.220
C 0.36232 2.14059 0.06752  -0.614
C 0.16141 0.16869 1.58030  -0.637
C -0.91756 -0.91107 -2.24825  -0.234
C -2.13158 -0.59465 -1.75661  -0.231
C -2.44675 -2.57962 -0.60593  -0.219
C -0.23945 -1.98038 -1.71755  -0.203
H -4.01881 -1.38695 -0.68189  0.219
H -0.39928 2.24143 1.12622  0.219
H -3.14996 -3.32908 -0.00595  0.225
H 0.86931 -2.22263 -2.14312  0.238
H 3.27262 1.07017 0.07166  0.210
H 1.16972 3.00194 -0.22135  0.210
H 2.42569 3.06450 1.08237  0.201
H 2.53110 -0.56212 0.80915  0.215
H 1.24105 2.86398 2.41414  0.212
H 0.71698 -0.45210 2.35957  0.206
H -2.73789 0.26209 -2.19044  0.217
H -0.60602 0.51204 2.19033  0.219
H -0.38947 2.01736 -0.87879  0.226
H -0.26800 -0.15607 -2.73258  0.219
H -0.46133 -0.66915 1.09743  0.242
H -0.67296 -3.78181 -0.42482  0.211
H 2.47113 1.77393 2.62285  0.210
H 1.94209 0.08287 -0.84082  0.212

Computed properties:
HOMO, eV: -9.41
SMILES string: CC(C)(C)C.c1ccccc1

=====

Entry Q
Below is 2 unconnected molecules or ions with the total composition C11H18, with properties calculated with ωB97M-V/def2-TZVPD.

Last column: natural (NBO) charge in e.
Positions of all 29 atoms, in Å:
C -1.68411 2.43778 0.95959  -0.199
C -0.31176 2.57883 0.71772  -0.222
C -0.59668 2.20847 -1.63780  -0.211
C 0.72903 -2.15937 0.40004  -0.229
C -0.80151 -2.00154 0.61675  -0.608
C 0.22822 2.40524 -0.54140  -0.018
C 0.91223 -2.94724 -0.85289  -0.614
C -1.99395 2.17937 -1.39422  -0.198
C 1.69135 2.43303 -0.79291  -0.634
C -2.52935 2.16140 -0.12122  -0.229
C 1.25778 -2.79166 1.70661  -0.615
H -2.11273 2.80109 1.87546  0.213
H 0.81217 -3.69589 2.09596  0.208
H -1.25145 -2.98046 0.74774  0.207
H -1.21679 -1.60380 -0.34536  0.201
H -0.26988 1.92377 -2.62045  0.214
H -2.61890 1.86189 -2.23598  0.207
H 2.35386 -2.75208 1.76466  0.206
H -1.02649 -1.21461 1.34599  0.216
H 2.07908 2.94781 -1.70863  0.221
H 1.97191 -3.22575 -1.04653  0.207
H 0.47121 -3.93881 -0.82445  0.203
H 1.08118 -2.10261 2.55021  0.206
H -3.56909 2.01560 0.14921  0.215
H 2.06241 1.42321 -0.91420  0.220
H 2.20440 2.94350 0.03842  0.213
H 0.36537 2.87522 1.50243  0.207
H 1.31254 -1.23489 0.34647  0.199
H 0.44997 -2.54751 -1.78121  0.212

Computed properties:
HOMO, eV: -9.06
SMILES string: Cc1ccccc1.CC(C)C

=====

Most stable pick: entry Q. Distance to second place: 5.052 eV.

=====

Entry P
Below is 2 unconnected molecules or ions with the total composition C11H18, with properties calculated with ωB97M-V/def2-TZVPD.

Last column: natural (NBO) charge in e.
Positions of all 29 atoms, in Å:
C -0.65075 1.65889 -0.33765  -0.139
C -1.12973 -1.77618 0.24138  -0.225
C -2.04475 -1.42231 -0.93255  -0.609
C -0.91314 -3.29507 0.24927  -0.597
C 1.96362 1.51763 0.45550  -0.219
C 1.04477 2.19552 1.23915  -0.204
C 1.58531 0.86788 -0.72109  -0.009
C -1.57015 -1.19635 1.57000  -0.615
C 2.56313 0.05780 -1.52501  -0.631
C 0.27756 1.01804 -1.14928  -0.244
C -0.28489 2.24397 0.85478  -0.254
H -2.58291 -0.48006 -0.83785  0.207
H -2.63292 -1.29219 1.80860  0.202
H -2.83845 -2.17406 -0.98170  0.200
H -0.97703 2.79582 1.48329  0.215
H -0.09161 -3.52128 0.93359  0.203
H 2.35988 -1.01244 -1.44930  0.219
H -0.14489 -1.34895 0.05723  0.196
H -1.67526 1.76542 -0.66286  0.201
H -1.81580 -3.83259 0.54467  0.201
H -0.55192 -3.59900 -0.73565  0.203
H 2.52436 0.33915 -2.57358  0.220
H 3.58620 0.18748 -1.16985  0.214
H -1.30245 -0.13586 1.62668  0.219
H 3.00607 1.44419 0.76879  0.207
H 1.39376 2.60967 2.17928  0.213
H -1.52353 -1.49289 -1.88680  0.206
H -0.10015 0.57482 -2.06363  0.213
H -0.94332 -1.57488 2.38466  0.207

Computed properties:
HOMO, eV: -9.08
SMILES string: Cc1ccccc1.CC(C)C

=====

Entry Q
Below is 2 unconnected molecules or ions with the total composition C11H18, with properties calculated with ωB97M-V/def2-TZVPD.

Last column: natural (NBO) charge in e.
Positions of all 29 atoms, in Å:
C 1.20709 2.03663 -0.70098  -0.244
C 2.90114 -1.02248 -0.84384  -0.627
C -0.80359 2.26536 -2.19376  -0.247
C -1.84095 -0.80902 2.46712  -0.416
C 0.96945 0.64017 -0.80215  0.047
C 0.21294 2.78391 -1.34956  -0.194
C -2.54944 -1.06285 1.10061  -0.635
C -0.43572 -1.31381 2.49253  -0.622
C -0.68578 0.95463 -2.59263  -0.216
C 0.19562 0.14241 -1.92050  -0.250
C 1.64466 -0.36304 0.08694  -0.407
H -1.37470 0.40195 -3.23805  0.217
H 2.81534 -0.59067 -1.90164  0.219
H -3.47861 -0.44207 0.91246  0.218
H 0.27505 -1.13341 3.41723  0.207
H -1.94880 0.36800 2.67624  0.199
H -2.84363 -2.15170 0.87410  0.202
H 2.02553 2.48068 -0.23006  0.219
H 0.10928 -0.77374 1.72613  0.206
H -2.40397 -1.11161 3.41587  0.210
H 3.89813 -0.94272 -0.32939  0.221
H 0.46029 -0.90355 -2.34809  0.218
H -1.51052 3.03416 -2.62818  0.219
H 2.42722 -1.99107 -0.83962  0.215
H 2.02044 0.03030 0.87228  0.194
H 0.10867 3.86418 -1.21638  0.207
H -1.96296 -0.97264 0.16302  0.220
H -0.36552 -2.38173 2.51350  0.212
H 0.93334 -1.03628 0.41678  0.208

Computed properties:
HOMO, eV: -8.46
SMILES string: CCc1ccccc1.CCC

=====

Most stable pick: entry P. Distance to second place: 3.364 eV.